This record from OMol25 describes one molecule with the formula C3H4ClNO. The level of theory is wB97M-V/def2-TZVPD.

```
10
Properties=species:S:1:pos:R:3:forces:R:3
O -1.253 0.715 2.770 -0.087 0.105 -0.300
C -1.066 0.812 1.582 0.969 -1.160 0.825
N -0.340 -0.035 0.816 0.388 0.019 -0.214
C 0.149 -0.303 -0.497 -0.343 0.155 0.840
C 0.547 -1.100 0.704 1.652 0.972 1.082
Cl -0.227 -2.680 0.748 0.636 -0.377 0.442
H -1.364 1.574 0.922 -1.139 1.695 -0.557
H 0.717 0.358 -1.105 0.834 0.634 0.147
H -0.539 -0.878 -1.012 -1.304 -0.797 -1.600
H 1.569 -0.877 1.179 -1.607 -1.247 -0.664
```
Forces are in eV/Å.

Computed properties:
E_LUMO	0.8	eV
SMILES	O=CN1C[C@@H]1Cl
F_max	2.2	eV/A
ΔE to the lowest compared entry with this formula, charge and spin	44.1	kcal per mole
calculated total energy	-19233.86379	eV
HOMO energy	-10.1	eV
Kohn-Sham gap	10.888	eV